# 1
A cluster of 2 separate species, C5H15NO in total at a distorted geometry. Source: OMol25; level of theory: ωB97M-V/def2-TZVPD.

As for the spin multiplicity: 1. The frontier orbital gap comes out at 9.885 eV. The structure (SMILES) is CC[C@@H](C)NC.O. Its energy above the lowest of the compared OMol25 structures with the same formula, charge and spin is 183.9 kJ/mol. Its total energy is -329.43756 a.u. The HOMO energy is -8.92 eV.

Atoms and positions in Å:
C 1.1973 1.4147 1.5328
N -0.0258 1.4060 0.6952
C 0.4852 -1.8867 -1.4083
C 0.7305 -0.8484 -0.3631
C 0.0847 0.5893 -0.6214
C -1.2696 0.4815 -1.3266
H 2.1520 1.2628 0.9940
H 1.0409 0.7738 2.4533
H 1.3841 2.4863 2.0209
H -0.4910 2.3736 0.6001
H -0.5395 -2.2923 -1.3654
H 1.2201 -2.7316 -1.2544
H 0.7122 -1.4998 -2.4124
H 0.4639 -1.2792 0.6029
H 1.9122 -0.6447 -0.3180
H 0.8945 1.0096 -1.3783
H -1.7182 1.4236 -1.7470
H -1.1573 -0.2349 -2.1290
H -2.1222 0.0321 -0.7192
H -1.9764 -0.6442 1.3894
H -1.1902 -0.2691 2.5214
O -1.7874 -0.9224 2.2330

# 2
A structure of composition C23H35ORuS at a distorted geometry. Source: OMol25; level of theory: ωB97M-V/def2-TZVPD.

As for the spin multiplicity: 5. The total charge is +1. The frontier orbital gap (alpha / beta) comes out at 5.924 / 6.620 eV. Its energy above the lowest of the compared OMol25 structures with the same formula, charge and spin is 0.0 kJ/mol. Its total energy is -1465.29332 a.u. The expectation value of S² is 6.06. The HOMO energy (alpha / beta) is -9.00 / -11.13 eV.

Atoms and positions in Å:
C 0.8473 -2.2977 0.5972
C 1.7925 -1.5710 -0.2298
C 1.3874 -1.6975 -1.5934
C 0.1312 -2.3646 -1.6320
C -0.2307 -2.7271 -0.2787
Ru -0.3312 -0.6294 0.0867
C -2.3615 1.2119 -0.2090
C -1.9234 0.6938 1.0396
H -1.7049 1.3784 1.8647
C -1.9411 -0.7169 1.3561
H -2.7786 -1.3101 0.9760
H -1.6320 -0.9914 2.3644
C -2.6983 2.6609 -0.4251
H -2.1488 3.3426 0.2325
H -2.4877 2.9427 -1.4690
H -3.7779 2.8202 -0.2684
C -3.1221 0.2975 -1.1237
H -2.8104 -0.7516 -1.0348
H -4.2014 0.3487 -0.9016
H -2.9894 0.5783 -2.1776
C 3.0376 -0.9185 0.2546
H 2.9091 -0.5781 1.2861
H 3.8931 -1.6100 0.2078
H 3.2765 -0.0403 -0.3612
C 2.1603 -1.1722 -2.7472
H 2.5449 -0.1615 -2.5403
H 3.0284 -1.8142 -2.9641
H 1.5486 -1.1196 -3.6562
C -0.6788 -2.6844 -2.8364
H -0.6420 -1.8740 -3.5783
H -0.3106 -3.5982 -3.3309
H -1.7297 -2.8511 -2.5628
C -1.3569 -3.6188 0.1148
H -2.2760 -3.3321 -0.4148
H -1.1319 -4.6664 -0.1319
H -1.5373 -3.5432 1.1914
C 1.0233 -2.7054 2.0111
H 0.0546 -2.7344 2.5215
H 1.4796 -3.7062 2.0858
H 1.6696 -1.9936 2.5335
C -0.1830 1.0247 -1.2198
C 0.0645 2.2086 -0.5783
C -0.2721 0.9733 -2.6071
C 0.5494 3.3112 -1.2776
H 0.0430 2.1609 0.5174
C 0.0560 2.1301 -3.3285
H -0.6210 0.0777 -3.1080
C 0.5225 3.2744 -2.6663
H 0.8936 4.1924 -0.7297
H -0.0260 2.1178 -4.4175
H 0.8318 4.1505 -3.2420
C 2.5263 1.0720 4.2855
S 0.8293 0.9994 3.7062
C 0.3957 2.7358 3.7416
O 0.9695 0.6674 2.2299
H 2.5332 1.5515 5.2670
H 3.1222 1.6266 3.5492
H 2.8773 0.0358 4.3720
H 1.1062 3.2927 3.1208
H -0.6214 2.8354 3.3475
H 0.4215 3.0663 4.7814

# 3
A cluster of 2 separate species, C3H4F4S2 in total at a distorted geometry. Source: OMol25; level of theory: ωB97M-V/def2-TZVPD.

As for the spin multiplicity: 1. The frontier orbital gap comes out at 7.515 eV. Its energy above the lowest of the compared OMol25 structures with the same formula, charge and spin is 0.0 kJ/mol. Its total energy is -1312.42376 a.u. The HOMO energy is -9.86 eV.

Atoms and positions in Å:
C 0.1794 0.2538 -0.5478
C -0.1241 1.1192 0.5641
C 0.1768 2.5929 0.4621
F 1.9653 0.5109 1.6395
F -0.9545 3.2583 0.7528
F 0.3749 2.9925 -0.7876
F 1.0663 3.1572 1.2159
S 0.4095 -1.5508 -0.1884
S -1.1124 0.8068 1.9045
H 1.2438 0.5941 -1.0996
H -0.7044 0.3970 -1.2514
H 0.9857 -1.4264 1.0809
H -0.9673 -0.5440 1.9260

Repeat the first record exactly.
A cluster of 2 separate species, C5H15NO in total at a distorted geometry. Source: OMol25; level of theory: ωB97M-V/def2-TZVPD.

As for the spin multiplicity: 1. The frontier orbital gap comes out at 9.885 eV. The structure (SMILES) is CC[C@@H](C)NC.O. Its energy above the lowest of the compared OMol25 structures with the same formula, charge and spin is 183.9 kJ/mol. Its total energy is -329.43756 a.u. The HOMO energy is -8.92 eV.

Atoms and positions in Å:
C 1.1973 1.4147 1.5328
N -0.0258 1.4060 0.6952
C 0.4852 -1.8867 -1.4083
C 0.7305 -0.8484 -0.3631
C 0.0847 0.5893 -0.6214
C -1.2696 0.4815 -1.3266
H 2.1520 1.2628 0.9940
H 1.0409 0.7738 2.4533
H 1.3841 2.4863 2.0209
H -0.4910 2.3736 0.6001
H -0.5395 -2.2923 -1.3654
H 1.2201 -2.7316 -1.2544
H 0.7122 -1.4998 -2.4124
H 0.4639 -1.2792 0.6029
H 1.9122 -0.6447 -0.3180
H 0.8945 1.0096 -1.3783
H -1.7182 1.4236 -1.7470
H -1.1573 -0.2349 -2.1290
H -2.1222 0.0321 -0.7192
H -1.9764 -0.6442 1.3894
H -1.1902 -0.2691 2.5214
O -1.7874 -0.9224 2.2330

Which of these has the highest energy above the lowest of the compared OMol25 structures with the same formula, charge and spin?
C5H15NO

What is the formula in the first record?
C5H15NO